Here is a structure of composition C8H24NNbO3PSr at a distorted geometry from OMol25. Energies are from the ωB97M-V functional and the def2-TZVPD basis.

Properties
Orbital gap (eV): 3.330
Net charge: +1
Energy above the lowest of the compared OMol25 structures with the same formula, charge and spin (kJ/mol): 0.0

XYZ file:
```
39
C8H24NNbO3PSr, DFT the ωB97M-V functional and the def2-TZVPD basis
C 3.94435 -1.01159 1.41078
C 2.77712 -0.77759 0.35581
C 2.80875 0.67699 -0.20691
C 1.66619 0.97785 -1.29066
C 1.59590 -0.11562 -2.41063
Nb -0.22377 1.44576 -0.16754
C -1.68019 0.35290 -1.52328
C -1.92510 -1.14999 -1.12910
O -0.74845 -1.91195 -0.90524
C -2.79192 -1.24928 0.14987
N -2.00186 -1.37451 1.41626
P -2.31982 2.30592 1.09092
O -2.80261 1.28426 2.40250
O -1.81416 3.73491 1.87190
H 4.35889 -2.03394 1.25622
H 3.55658 -0.90409 2.44687
H 4.76149 -0.26992 1.25546
H 1.82367 -1.05063 0.85655
H 2.94151 -1.55788 -0.42656
H 3.81130 0.80077 -0.68862
H 2.68990 1.37141 0.64942
H 2.00678 1.92358 -1.79237
H 1.67066 -1.15869 -2.02824
H 2.51565 0.01220 -3.04110
H 0.74227 -0.02690 -3.10974
H -0.45578 2.92386 -1.25017
H 0.73934 2.39922 1.06046
H -0.10893 0.00172 0.97395
H -1.50680 0.46588 -2.61826
H -2.68503 0.84030 -1.35237
H -2.47518 -1.63147 -1.97560
H -0.54929 -2.41907 -1.69640
H -3.45908 -2.21194 0.08408
H -3.55251 -0.36315 0.17017
H -1.42123 -2.21412 1.43637
H -2.62217 -1.48011 2.25141
H -3.75218 1.28541 2.34028
H -1.10102 3.48029 2.47390
Sr -4.41324 -1.37081 1.65963
```

Here is a structure of composition C8H24O4P2STi at a distorted geometry from OMol25. Energies are from the ωB97M-V functional and the def2-TZVPD basis.

Properties
Orbital gap (spin up / spin down) (eV): 7.345 / 7.795
Net charge: +1
Energy above the lowest of the compared OMol25 structures with the same formula, charge and spin (kJ/mol): 0.0
Spin multiplicity: 2
<S²>: 0.76

XYZ file:
```
40
C8H24O4P2STi, DFT the ωB97M-V functional and the def2-TZVPD basis
Ti 0.36692 -0.11896 0.26400
H -1.46104 -0.83624 0.49578
H -1.65520 -0.09552 0.20699
P 0.07154 -2.38833 -0.81914
P 0.01155 2.12268 -0.97894
C 1.45774 3.16183 -0.54621
H 1.22889 4.20338 -0.81726
H 1.65029 3.08828 0.53349
H 2.34336 2.81883 -1.09727
C -0.29388 2.62691 -2.68885
H -1.25709 2.22099 -3.01895
H -0.31870 3.72328 -2.74033
H 0.50265 2.24081 -3.33443
C -1.27191 3.11560 -0.12645
H -1.10515 3.07909 0.95763
H -1.20670 4.15345 -0.48165
H -2.26139 2.70171 -0.35688
C -0.08116 -2.79116 -2.58260
H -0.14766 -3.88154 -2.70162
H -0.98742 -2.32230 -2.98648
H 0.79076 -2.40762 -3.12652
C 1.45903 -3.44232 -0.29072
H 1.57520 -3.37487 0.79822
H 1.23433 -4.47777 -0.58169
H 2.38743 -3.10878 -0.76911
C -1.34492 -3.30798 -0.12733
H -2.27908 -2.85681 -0.48300
H -1.27930 -4.35201 -0.46508
H -1.31686 -3.25771 0.96827
C 2.44914 -0.23937 0.44631
O 3.57623 -0.44299 0.66496
H 0.37403 -0.20554 -1.36920
C -1.17591 0.72436 3.93031
S 0.34871 0.42583 3.00551
O 1.51717 0.65374 3.79942
O 0.27762 -0.92071 2.28440
O 0.18081 1.36019 1.80323
H -1.05273 0.32916 4.94453
H -2.01886 0.25923 3.39630
H -1.28847 1.81917 3.99036
```

Here is a structure of composition C8H24O8PS4Tl at a distorted geometry from OMol25. Energies are from the ωB97M-V functional and the def2-TZVPD basis.

Properties
Orbital gap (eV): 4.851
Net charge: 0
Energy above the lowest of the compared OMol25 structures with the same formula, charge and spin (kJ/mol): 48.0

XYZ file:
```
46
C8H24O8PS4Tl, DFT the ωB97M-V functional and the def2-TZVPD basis
Tl 16.29163 -10.39607 -15.40856
P 18.81831 -8.60505 -16.25799
O 17.38432 -8.04136 -16.46841
O 18.61944 -8.96454 -14.70860
O 19.96601 -7.77090 -16.61817
O 18.72317 -9.97495 -16.96395
C 19.75008 -10.86027 -12.85746
S 18.93048 -12.51195 -12.76881
O 17.77963 -12.18154 -13.69734
C 20.26868 -13.28749 -13.73162
H 20.68598 -10.75775 -12.30818
H 19.03484 -10.07845 -12.60196
H 20.19326 -10.74402 -13.84649
H 21.30846 -13.24705 -13.40709
H 20.40994 -12.81598 -14.70416
H 20.18601 -14.37010 -13.82764
C 14.28871 -7.37221 -18.76731
S 13.33301 -8.43181 -17.59493
O 14.17666 -9.05853 -16.52591
C 12.06252 -7.32334 -16.81256
H 13.61678 -6.67132 -19.26268
H 14.71237 -8.04150 -19.51610
H 15.02594 -6.87444 -18.13738
H 11.52804 -6.74188 -17.56377
H 12.40907 -6.56197 -16.11376
H 11.39749 -7.83981 -16.12039
C 15.13961 -9.39193 -10.24589
S 16.39557 -9.50873 -11.61995
O 15.77984 -10.56337 -12.51196
C 16.08440 -7.85582 -12.35317
H 15.04861 -10.34162 -9.71874
H 14.18200 -9.10410 -10.67975
H 15.27010 -8.63476 -9.47273
H 16.40020 -7.75988 -13.39200
H 16.62030 -7.08021 -11.80606
H 15.00347 -7.71618 -12.33952
C 16.51231 -10.06648 -19.27051
S 15.34925 -11.58714 -19.19258
O 14.83608 -11.44257 -17.79035
C 14.03684 -10.87467 -20.34628
H 16.34078 -9.37886 -18.44233
H 16.51693 -9.50652 -20.20567
H 17.51062 -10.48988 -19.15999
H 13.15911 -11.47718 -20.58011
H 14.50758 -10.56059 -21.27787
H 13.61298 -9.95450 -19.94414
```

energy above the lowest of the compared OMol25 structures with the same formula, charge and spin of number 3 (C8H24O8PS4Tl)? 48.0 kJ/mol

Look up the energy above the lowest of the compared OMol25 structures with the same formula, charge and spin of the first one. 0.0 kJ/mol

Which value of energy above the lowest of the compared OMol25 structures with the same formula, charge and spin does entry 3 give? 48.0 kJ/mol